A 7-piece molecular cluster, H14O7 overall. Source: the Open Molecules 2025 dataset; level of theory: ωB97M-V/def2-TZVPD.

- Frontier orbital gap: 10.5 eV
- LUMO level: -0.28 eV

ORCA input file:
```
! RIJCOSX wB97M-V def2-TZVPD def2/J DEFGRID3
* xyz 0 1
O -0.381 -3.529 -2.661
H -0.421 -2.879 -1.953
H -0.243 -2.944 -3.467
O -0.397 1.180 2.364
H -0.422 1.957 2.813
H -0.071 0.577 2.940
O 0.686 0.207 -0.426
H 0.323 -0.666 -0.260
H 0.242 0.582 0.382
O 0.419 3.536 -2.009
H -0.124 4.020 -1.288
H 0.449 2.819 -1.357
O -0.278 -2.257 -0.206
H -0.874 -2.390 0.403
H 0.558 -2.763 -0.194
O 2.835 1.637 0.163
H 2.145 0.963 0.023
H 3.463 1.179 0.478
O -2.775 -0.178 1.205
H -2.138 0.062 1.937
H -2.999 -1.104 1.114
*
```



C27H40Cl4N6 as an isolated structure. Source: the Open Molecules 2025 dataset; level of theory: ωB97M-V/def2-TZVPD.

- Frontier orbital gap: 8.4 eV
- LUMO level: 0.31 eV

ORCA input file:
```
! RIJCOSX wB97M-V def2-TZVPD def2/J DEFGRID3
* xyz 0 1
C -9.644 6.086 -3.208
C -8.627 5.458 -2.244
N -8.521 4.008 -2.418
C -9.639 3.336 -1.775
C -9.696 1.830 -2.168
C -7.335 3.375 -1.941
C -5.994 3.976 -2.400
H -9.416 5.968 -4.267
H -9.808 7.159 -3.109
H -10.672 5.770 -3.032
H -7.699 5.993 -2.446
H -8.879 5.708 -1.214
H -9.659 3.461 -0.692
H -10.493 3.892 -2.163
H -8.940 1.333 -1.561
H -10.649 1.303 -2.112
H -9.421 1.573 -3.190
H -7.257 2.292 -2.036
H -7.355 3.585 -0.871
H -5.911 4.964 -1.946
H -5.743 3.943 -3.460
H -5.198 3.322 -2.044
C 0.349 -3.945 -8.107
Cl -0.764 -3.440 -6.892
Cl 1.273 -2.483 -8.358
Cl 1.335 -5.322 -7.655
Cl -0.457 -4.424 -9.646
N 9.345 2.737 -5.125
C 9.316 1.378 -5.056
C 10.581 0.972 -4.817
C 11.429 2.157 -4.652
C 10.589 3.189 -5.018
H 8.610 3.416 -5.260
H 8.431 0.767 -5.154
H 10.883 -0.061 -4.720
H 12.466 2.179 -4.354
H 10.655 4.249 -4.825
N -2.919 0.327 9.442
C -1.988 0.653 8.453
C -2.601 1.332 7.436
C -3.922 1.385 7.808
C -4.153 0.788 9.011
H -2.641 -0.111 10.308
H -0.922 0.611 8.624
H -2.290 1.821 6.524
H -4.770 1.767 7.258
H -5.088 0.636 9.530
N 8.936 -2.130 3.452
C 9.045 -0.919 4.106
C 9.072 0.100 3.157
C 8.918 -0.510 1.922
C 8.894 -1.881 2.060
H 8.908 -2.973 4.006
H 9.309 -0.814 5.148
H 8.964 1.161 3.322
H 8.628 0.045 1.042
H 8.595 -2.650 1.363
N 0.431 -6.995 2.194
C -0.733 -7.451 2.781
C -0.495 -8.719 3.174
C 0.651 -9.178 2.549
C 1.186 -8.123 1.834
H 0.665 -6.038 1.972
H -1.488 -6.720 3.033
H -1.075 -9.308 3.869
H 1.000 -10.192 2.678
H 1.985 -7.962 1.125
N 3.215 -0.671 0.709
C 1.936 -0.665 1.185
C 1.035 -0.688 0.069
C 1.841 -0.875 -1.053
C 3.184 -0.803 -0.627
H 4.063 -0.640 1.257
H 1.717 -0.555 2.236
H -0.027 -0.759 0.250
H 1.396 -1.004 -2.029
H 4.048 -0.995 -1.245
*
```



C11H13N2NiO6 as an isolated structure. Source: the Open Molecules 2025 dataset; level of theory: ωB97M-V/def2-TZVPD.

- Frontier orbital gap (alpha / beta): 7.2 / 4.5 eV
- LUMO level (alpha / beta): -2.62 / -7.71 eV

ORCA input file:
```
! RIJCOSX wB97M-V def2-TZVPD def2/J DEFGRID3
* xyz 1 3
O 0.653 3.375 -4.112
C 0.527 2.728 -3.181
Ni 0.416 0.455 0.048
O 2.284 0.254 -2.194
C 1.719 0.342 -1.186
C 0.863 -0.980 0.944
O 1.015 -1.942 1.565
C -1.108 0.835 0.989
O -1.901 0.588 1.838
C 1.021 1.591 1.218
O 1.535 2.399 1.874
H -1.408 1.434 -0.006
C -3.549 -0.879 -0.961
N -2.982 -2.175 -0.718
C -3.740 -3.117 0.081
C -3.315 -4.510 -0.304
C -1.831 -4.658 -0.095
N -1.159 -3.613 -0.831
C 0.222 -3.812 -1.163
C -1.792 -2.492 -1.357
O -1.286 -1.791 -2.255
H -3.992 -0.471 -0.044
H -4.330 -0.930 -1.731
H -2.768 -0.212 -1.325
H -3.555 -2.945 1.164
H -4.806 -2.932 -0.121
H -3.580 -4.708 -1.355
H -3.838 -5.239 0.300
H -1.441 -5.618 -0.462
H -1.579 -4.583 0.984
H 0.775 -4.205 -0.304
H 0.319 -4.544 -1.970
H 0.650 -2.865 -1.495
*
```



A 6-piece molecular cluster, C49H106N6O6 overall. Source: the Open Molecules 2025 dataset; level of theory: ωB97M-V/def2-TZVPD.

- Frontier orbital gap: 8.5 eV
- LUMO level: 0.55 eV

ORCA input file:
```
! RIJCOSX wB97M-V def2-TZVPD def2/J DEFGRID3
* xyz 0 1
C -0.628 0.312 -3.226
C -0.695 0.065 -1.722
C -0.651 1.508 -1.039
O -0.825 1.578 0.360
C -0.594 2.888 0.872
N -1.961 -0.535 -1.529
H 0.290 0.866 -3.420
H -1.477 0.784 -3.721
H -0.384 -0.698 -3.556
H 0.095 -0.467 -1.192
H -1.526 2.098 -1.312
H 0.219 2.086 -1.350
H -0.315 2.587 1.882
H -1.419 3.587 0.740
H 0.365 3.316 0.581
H -2.039 -1.539 -1.615
H -2.172 -0.239 -0.586
C -4.909 -4.739 -3.736
C -3.774 -4.380 -2.652
C -3.040 -5.532 -1.934
C -2.203 -6.432 -2.892
C -1.083 -5.585 -3.282
C -1.567 -4.250 -4.042
N -2.676 -3.618 -3.325
O -3.130 -2.411 -3.875
C -0.346 -3.270 -3.948
C -1.834 -4.617 -5.520
C -4.482 -3.546 -1.651
H -4.365 -5.202 -4.560
H -5.430 -3.910 -4.216
H -5.542 -5.552 -3.380
H -2.522 -5.206 -1.032
H -3.689 -6.339 -1.594
H -2.740 -6.882 -3.727
H -1.912 -7.360 -2.399
H -0.283 -6.100 -3.815
H -0.628 -5.282 -2.339
H -0.070 -2.993 -2.930
H 0.595 -3.615 -4.378
H -0.658 -2.452 -4.596
H -2.368 -3.857 -6.090
H -0.991 -5.022 -6.081
H -2.621 -5.372 -5.529
H -5.035 -4.075 -0.875
H -4.989 -2.615 -1.906
H -3.666 -3.131 -1.059
H -3.147 -1.774 -3.156
C 3.720 -0.828 -3.808
C 4.027 -0.804 -2.298
C 5.209 -1.717 -1.898
C 5.703 -1.509 -0.419
C 6.080 -0.033 -0.253
C 4.928 0.996 -0.510
N 4.361 0.644 -1.830
O 3.321 1.483 -2.114
C 3.850 0.803 0.734
C 5.643 2.389 -0.513
C 2.791 -1.386 -1.646
H 4.649 -0.466 -4.248
H 3.023 -0.052 -4.126
H 3.339 -1.781 -4.173
H 4.944 -2.769 -2.007
H 6.060 -1.422 -2.513
H 6.496 -2.201 -0.135
H 4.858 -1.802 0.204
H 6.942 0.139 -0.898
H 6.463 -0.080 0.766
H 4.117 1.325 1.653
H 2.828 1.116 0.520
H 3.688 -0.225 1.055
H 6.111 2.735 0.409
H 6.420 2.343 -1.276
H 5.189 3.275 -0.957
H 2.593 -2.332 -2.152
H 2.037 -0.604 -1.734
H 3.074 -1.661 -0.629
H 3.767 2.107 -2.692
C -3.530 4.137 4.440
C -3.056 2.805 5.036
C -3.407 1.667 4.045
C -2.758 0.392 4.364
C -1.197 0.454 4.621
C -0.747 1.698 5.501
N -1.534 2.894 5.215
O -1.109 4.061 5.789
C -0.907 1.348 7.072
C 0.666 1.923 5.041
C -4.047 2.557 6.173
H -4.375 3.990 3.768
H -2.773 4.592 3.800
H -3.654 4.834 5.268
H -4.466 1.450 3.903
H -3.021 2.046 3.099
H -2.870 -0.102 3.399
H -3.212 0.014 5.280
H -0.821 0.582 3.606
H -0.959 -0.534 5.016
H -1.790 0.727 7.226
H -0.072 0.678 7.274
H -0.875 2.228 7.715
H 1.280 1.028 5.137
H 0.814 2.049 3.968
H 1.078 2.790 5.558
H -4.163 3.292 6.969
H -3.977 1.596 6.684
H -5.055 2.626 5.764
H -1.255 3.845 6.713
C 1.494 -3.499 0.978
C 0.185 -3.527 1.694
C -0.702 -4.642 1.114
C -0.218 -6.056 1.441
C -0.446 -6.095 2.983
C 0.546 -5.077 3.695
N 0.248 -3.761 3.149
O 1.057 -2.695 3.876
C 0.190 -5.134 5.228
C 1.952 -5.632 3.619
C -0.703 -2.245 1.596
H 2.354 -3.327 1.625
H 1.789 -4.259 0.255
H 1.451 -2.534 0.471
H -1.735 -4.577 1.456
H -0.664 -4.537 0.030
H -0.972 -6.645 0.919
H 0.681 -6.456 0.971
H -0.290 -7.114 3.339
H -1.528 -6.076 3.116
H -0.858 -4.844 5.311
H 0.703 -4.293 5.694
H 0.359 -6.134 5.627
H 2.491 -4.832 4.126
H 2.369 -5.612 2.612
H 2.047 -6.706 3.782
H -0.147 -1.420 2.041
H -0.938 -2.070 0.546
H -1.669 -2.364 2.087
H 0.366 -2.198 4.319
C -0.854 8.363 -2.495
C -0.585 6.976 -1.867
C -1.464 5.922 -2.538
C -0.953 5.417 -3.810
C 0.401 4.795 -3.611
C 1.421 5.903 -3.067
N 0.829 6.667 -1.891
O 1.624 7.528 -1.270
C 2.638 5.097 -2.522
C 1.854 6.871 -4.180
C -1.055 7.054 -0.312
H -1.889 8.704 -2.484
H -0.400 8.290 -3.484
H -0.300 9.125 -1.947
H -1.469 5.080 -1.847
H -2.468 6.255 -2.803
H -0.918 6.217 -4.549
H -1.462 4.555 -4.243
H 0.761 4.420 -4.569
H 0.392 4.016 -2.848
H 2.391 4.438 -1.690
H 2.990 4.549 -3.396
H 3.494 5.716 -2.250
H 0.921 7.250 -4.597
H 2.199 7.782 -3.693
H 2.308 6.549 -5.118
H -2.054 7.354 0.004
H -0.535 7.886 0.163
H -0.758 6.081 0.081
H 1.908 7.073 -0.474
*
```



An isolated molecule of C3H4N2. Source: the Open Molecules 2025 dataset; level of theory: ωB97M-V/def2-TZVPD.

- Frontier orbital gap (alpha / beta): 7.6 / 7.5 eV
- LUMO level (alpha / beta): -0.20 / -0.13 eV

ORCA input file:
```
! RIJCOSX wB97M-V def2-TZVPD def2/J DEFGRID3
* xyz 0 1
C -3.097 0.889 1.195
C -0.298 -0.558 0.256
C 1.033 -0.443 -0.373
N -1.948 1.053 0.774
N -1.004 0.450 0.351
H -3.815 1.872 1.172
H 1.277 0.549 -0.309
H 0.987 -0.709 -1.552
H 1.763 -1.270 0.059
*
```



A 3-piece molecular cluster, C2H10O2 overall. Source: the Open Molecules 2025 dataset; level of theory: ωB97M-V/def2-TZVPD.

- Frontier orbital gap: 11.9 eV
- LUMO level: 0.66 eV

ORCA input file:
```
! RIJCOSX wB97M-V def2-TZVPD def2/J DEFGRID3
* xyz 0 1
C 0.931 0.309 2.114
C 0.823 -1.201 1.797
H 1.202 0.833 1.202
H 1.570 0.445 2.979
H -0.071 0.649 2.387
H 1.801 -1.575 1.487
H 0.548 -1.750 2.700
H 0.117 -1.480 1.017
H -2.526 1.417 -0.193
H -2.172 2.103 -1.430
O -1.948 1.305 -0.924
H 0.485 -1.370 -3.021
H -0.410 -0.379 -2.448
O 0.544 -0.518 -2.574
*
```



A 3-piece molecular cluster, C2H8N3S overall. Source: the Open Molecules 2025 dataset; level of theory: ωB97M-V/def2-TZVPD.

- Frontier orbital gap: 10.1 eV
- LUMO level: -4.16 eV

ORCA input file:
```
! RIJCOSX wB97M-V def2-TZVPD def2/J DEFGRID3
* xyz 1 1
C 0.045 -0.401 1.699
C -0.317 -0.192 -0.824
N 0.988 -0.356 -0.305
N -0.470 0.046 -2.073
N 1.089 -0.937 0.988
S -1.470 -0.435 0.458
H -0.359 -0.849 2.559
H -0.003 0.691 1.828
H -0.566 1.674 0.141
H 1.762 -0.588 -0.936
H 0.227 0.534 -2.573
H -1.408 0.308 -2.365
H -0.608 2.489 0.464
H 1.091 -1.986 0.940
*
```



C38H30MoN9O2 as an isolated structure. Source: the Open Molecules 2025 dataset; level of theory: ωB97M-V/def2-TZVPD.

- Frontier orbital gap (alpha / beta): 6.8 / 6.4 eV
- LUMO level (alpha / beta): -2.78 / -3.50 eV

ORCA input file:
```
! RIJCOSX wB97M-V def2-TZVPD def2/J DEFGRID3
* xyz 1 3
Mo 0.149 0.878 0.328
O -3.253 3.296 0.419
C -2.268 2.673 0.070
N -1.044 2.591 0.656
C -0.661 3.488 1.677
C -1.437 4.507 2.224
C -0.870 5.355 3.166
C 0.446 5.198 3.561
C 1.227 4.181 3.029
C 0.665 3.320 2.093
N 1.281 2.172 1.549
C 2.602 1.920 1.747
O 3.488 2.691 2.062
C 2.881 0.449 1.655
C 4.092 -0.082 2.051
C 4.196 -1.460 2.170
C 3.081 -2.242 1.916
C 1.915 -1.632 1.486
N 1.828 -0.310 1.328
C -2.264 1.946 -1.237
C -3.280 2.092 -2.165
C -3.094 1.551 -3.424
C -1.909 0.883 -3.703
C -0.971 0.734 -2.701
N -1.151 1.255 -1.484
H -2.462 4.631 1.922
H -1.473 6.146 3.591
H 0.880 5.870 4.290
H 2.255 4.063 3.329
H 4.900 0.594 2.291
H 5.125 -1.914 2.486
H 3.102 -3.315 2.040
H 1.027 -2.201 1.260
H -4.160 2.651 -1.882
H -3.853 1.660 -4.187
H -1.712 0.468 -4.681
H -0.060 0.178 -2.867
C 3.747 -4.422 -2.919
C 2.694 -3.518 -2.347
C 1.509 -4.018 -1.810
C 0.592 -3.172 -1.234
C 0.758 -1.774 -1.175
N -0.167 -1.021 -0.452
C -1.510 -1.446 -0.421
C -2.170 -1.890 -1.573
C -3.512 -2.215 -1.565
C -4.284 -2.086 -0.411
C -5.757 -2.375 -0.413
C -3.646 -1.646 0.737
C -2.286 -1.356 0.742
N -1.708 -0.960 1.982
C -1.995 -1.432 3.211
C -1.376 -0.616 4.131
C -0.725 0.357 3.368
N -0.937 0.142 2.074
C 1.934 -1.270 -1.763
C 2.879 -2.150 -2.300
N 2.265 0.130 -1.869
C 3.215 0.673 -2.667
C 3.229 2.034 -2.475
C 2.238 2.267 -1.527
N 1.652 1.123 -1.186
H 3.325 -5.384 -3.204
H 4.536 -4.612 -2.189
H 4.213 -3.985 -3.802
H 1.317 -5.084 -1.817
H -0.297 -3.590 -0.781
H -1.600 -2.002 -2.486
H -3.976 -2.562 -2.480
H -6.045 -2.943 -1.296
H -6.333 -1.448 -0.409
H -6.050 -2.947 0.468
H -4.211 -1.508 1.651
H -2.612 -2.306 3.331
H -1.391 -0.711 5.202
H -0.113 1.189 3.677
H 3.809 -1.767 -2.692
H 3.802 0.079 -3.340
H 3.865 2.752 -2.960
H 1.903 3.187 -1.077
*
```



C16H12I3N5O2SSeZn as an isolated structure. Source: the Open Molecules 2025 dataset; level of theory: ωB97M-V/def2-TZVPD.

- Frontier orbital gap: 7.1 eV
- LUMO level: -1.34 eV

ORCA input file:
```
! RIJCOSX wB97M-V def2-TZVPD def2/J DEFGRID3
* xyz 0 1
Zn 1.224 -0.440 -0.324
S 4.788 1.419 1.790
C 3.781 0.449 1.001
N 3.030 -0.260 0.430
O 0.916 -3.380 -0.572
C 0.188 -2.849 -1.391
C -0.731 -3.563 -2.363
C -1.538 -2.429 -2.991
C -0.890 -1.164 -2.450
O -1.212 -0.032 -2.759
N 0.099 -1.485 -1.555
H -1.319 -4.310 -1.834
H -0.104 -4.085 -3.087
H -2.585 -2.424 -2.686
H -1.516 -2.407 -4.079
I 0.847 5.062 1.916
C 0.819 3.837 0.241
C 0.662 4.362 -1.035
C 0.652 3.490 -2.111
C 0.783 2.132 -1.879
N 0.933 1.637 -0.650
C 0.962 2.473 0.394
H 0.551 5.427 -1.183
H 0.534 3.852 -3.122
H 0.743 1.417 -2.688
H 1.122 2.029 1.369
I 3.660 -1.716 -2.145
I 3.108 -3.066 -4.404
Se 1.051 -2.352 2.533
N 0.350 -1.090 1.520
C -0.682 -0.567 2.177
C -1.538 0.468 1.680
C -2.544 0.901 2.475
C -2.771 0.350 3.782
C -1.997 -0.645 4.275
C -0.921 -1.137 3.470
N -0.094 -2.114 3.828
H -1.394 0.867 0.684
H -3.207 1.677 2.114
H -3.588 0.734 4.378
H -2.172 -1.071 5.252
*
```



Listing F_max for the structures above in their given order: 9.97; 3.72; 6.48; 5.60; 5.47; 1.81; 5.36; 0.35; 0.57 eV/Å.
Listing ΔE to the lowest compared entry with this formula, charge and spin for the structures above in their given order: 82.9; 90.1; 40.9; 182.6; 155.8; 7.7; 52.7; 0.0; 0.0 kcal/mol.